[1]
Here is a cluster of 2 separate species, C5H14 in total at a distorted geometry from OMol25. Energies are from the ωB97M-V functional and the def2-TZVPD basis.

Orbital gap in eV: 11.92
HOMO in eV: -10.8
Molecular weight in g mol⁻¹: 74.167
ΔE to the lowest compared entry with this formula, charge and spin in kcal/mol: 28.58
SMILES: CCC.CC

Atoms and positions in Å:
C: 0.6413 -0.2360 -1.7212
C: -0.0136 -1.6222 -2.0313
C: -1.2993 -1.9054 -1.2100
H: 0.1602 -0.1630 -0.7445
H: 0.3400 0.5250 -2.4468
H: 1.6836 -0.1291 -1.5297
H: -0.3095 -1.7060 -3.0690
H: 0.6981 -2.4290 -1.6758
H: -2.0869 -1.3260 -1.7646
H: -1.7060 -2.9239 -1.2931
H: -1.2894 -1.4515 -0.2306
C: 0.1940 2.3702 1.9928
C: 0.6021 0.9548 2.4595
H: 0.7995 3.2752 2.0025
H: -0.1504 2.2290 0.9407
H: -0.6468 2.7736 2.6358
H: 0.6676 0.7586 3.5508
H: 0.0751 0.1259 2.0370
H: 1.6404 0.8795 2.0976

---

[2]
Here is a structure of composition C30H22ClF4N6O5SSr from OMol25. Energies are from the ωB97M-V functional and the def2-TZVPD basis.

Orbital gap (spin up / spin down) in eV: 4.82 / 4.83
HOMO (spin up / spin down) in eV: -10.8 / -10.8
Charge: +1
Molecular weight in g mol⁻¹: 777.675
ΔE to the lowest compared entry with this formula, charge and spin in kcal/mol: 6.49

Atoms and positions in Å:
Sr: -0.8142 0.0192 1.1850
O: -0.6287 1.9488 2.6653
C: -0.0603 3.0357 2.5402
C: 0.5709 3.5607 1.3653
C: 1.1713 4.8239 1.5211
C: 1.7930 5.4226 0.4617
C: 1.8406 4.8096 -0.7956
C: 1.2582 3.5871 -0.9742
C: 0.6020 2.9030 0.0893
O: 0.0710 1.7563 -0.1208
N: 2.4173 6.7343 0.6427
O: 2.3202 7.2587 1.7337
O: 2.9840 7.2206 -0.3140
H: -0.0276 3.6953 3.4215
H: 1.1462 5.3273 2.4784
H: 2.3384 5.3188 -1.6082
H: 1.2761 3.1016 -1.9406
C: -6.4019 2.3508 2.5824
C: -6.7582 1.1507 1.7172
C: -5.6965 0.0557 1.7131
S: -4.1215 0.6250 1.0501
O: -3.1443 -0.5148 1.3358
C: -4.4267 0.5382 -0.7186
C: -4.6834 -0.8636 -1.2630
C: -4.2257 -0.9861 -2.7104
H: -7.2442 3.0378 2.6468
H: -5.5538 2.9094 2.1847
H: -6.1479 2.0429 3.5980
H: -6.9800 1.4623 0.6928
H: -7.6756 0.6837 2.0817
H: -6.0017 -0.8208 1.1406
H: -5.4472 -0.2721 2.7236
H: -3.5393 0.9879 -1.1734
H: -5.2505 1.2330 -0.9062
H: -5.7467 -1.0974 -1.1880
H: -4.1532 -1.5894 -0.6415
H: -4.7352 -0.2680 -3.3544
H: -4.4284 -1.9818 -3.1033
H: -3.1517 -0.8043 -2.7941
F: 3.2588 -0.7489 1.4411
C: 4.1432 -1.5949 0.9102
C: 5.3561 -1.1394 0.5639
F: 5.6402 0.1345 0.7602
C: 6.3715 -1.9902 -0.0352
C: 5.9478 -3.3631 -0.2461
C: 4.7274 -3.8099 0.0947
F: 4.4128 -5.0798 -0.1169
C: 3.7261 -2.9643 0.7042
C: 2.4863 -3.4275 1.0360
C: 1.4700 -2.6283 1.6481
N: 0.5874 -2.0386 2.0885
C: 1.9841 -4.7381 0.7523
N: 1.5182 -5.7477 0.4640
F: 6.8052 -4.2038 -0.7909
C: 7.6104 -1.5361 -0.3643
C: 8.6231 -2.3539 -0.9573
N: 9.4766 -2.9831 -1.3974
C: 8.0463 -0.1914 -0.1471
N: 8.4512 0.8657 0.0447
Cl: 1.3038 -1.6050 -4.4543
C: 0.3588 -2.1302 -3.1101
C: -0.1023 -3.4330 -3.0301
C: -0.8543 -3.7924 -1.9242
C: -1.1095 -2.8395 -0.9512
N: -0.6568 -1.5935 -1.0303
C: 0.0643 -1.2349 -2.0923
H: 0.1256 -4.1413 -3.8143
H: -1.2313 -4.7986 -1.8103
H: -1.6979 -3.0870 -0.0751
H: 0.4123 -0.2084 -2.1254

---

[3]
Here is a cluster of 10 separate species, C40H70F2N4O8 in total at a distorted geometry from OMol25. Energies are from the ωB97M-V functional and the def2-TZVPD basis.

Orbital gap in eV: 9.52
HOMO in eV: -8.9
Molecular weight in g mol⁻¹: 773.016
ΔE to the lowest compared entry with this formula, charge and spin in kcal/mol: 0.00
SMILES: Fc1ccccc1.Fc1ccccc1.CN(C)C=O.CN(C)C=O.CN(C)C=O.CN(C)C=O.C1CCOC1.C1CCOC1.C1CCOC1.C1CCOC1

Atoms and positions in Å:
F: -13.2988 3.7722 17.2228
C: -14.1806 4.4422 16.4899
C: -14.2260 4.0254 15.1489
C: -15.1359 4.6256 14.3211
C: -15.9000 5.6741 14.8127
C: -15.8406 6.0546 16.1572
C: -14.9424 5.4210 17.0136
H: -13.5883 3.2720 14.6924
H: -15.1348 4.3607 13.2795
H: -16.6124 6.1588 14.1735
H: -16.5385 6.8593 16.5656
H: -14.7834 5.6829 18.0654
F: -14.4979 8.9159 18.8374
C: -15.0515 9.2312 20.0549
C: -15.9762 8.3491 20.5133
C: -16.6779 8.6648 21.6731
C: -16.4394 9.8824 22.3144
C: -15.5287 10.7478 21.7863
C: -14.7666 10.4478 20.6935
H: -16.2794 7.5464 19.8572
H: -17.4126 7.9732 22.0832
H: -17.0651 10.1155 23.2059
H: -15.4560 11.6955 22.3081
H: -14.0984 11.1626 20.2038
C: -18.3310 4.4778 22.9141
N: -18.7935 5.0338 21.6253
C: -20.1362 5.0022 21.2139
C: -17.9516 5.6606 20.7341
O: -18.2755 6.0092 19.5927
H: -18.4705 5.1181 23.8133
H: -17.2975 4.2718 22.9001
H: -18.7915 3.5255 23.0615
H: -20.4780 6.0554 21.1140
H: -20.1291 4.3899 20.3630
H: -20.7962 4.4977 21.9434
H: -16.9284 5.7748 21.0705
C: -11.8771 2.5119 21.8234
N: -13.3185 2.9690 21.7571
C: -13.6802 3.5827 20.5025
C: -13.8403 3.2315 22.9319
O: -14.9059 3.7845 23.1277
H: -11.5343 2.0295 20.8622
H: -11.7895 1.6728 22.5451
H: -11.1557 3.3131 22.0146
H: -12.7707 3.9790 20.0581
H: -14.0165 2.8940 19.7341
H: -14.4127 4.4010 20.6975
H: -13.3152 2.6732 23.7699
C: -12.1556 2.3903 11.9278
N: -11.8336 1.0142 12.3562
C: -11.7464 0.0512 11.2716
C: -11.4830 0.6488 13.5913
O: -11.5485 1.4132 14.5474
H: -12.1784 3.0844 12.7800
H: -13.1467 2.3529 11.4558
H: -11.3687 2.7486 11.2592
H: -11.4838 -0.8838 11.7422
H: -12.6485 -0.1522 10.7012
H: -10.9879 0.3355 10.6418
H: -11.2715 -0.4238 13.6812
C: -16.8371 0.5537 21.9450
N: -17.5672 -0.5463 22.6596
C: -17.0748 -0.8259 24.0325
C: -18.3940 -1.3478 22.0011
O: -19.0129 -2.2657 22.5193
H: -15.8003 0.2028 21.8564
H: -16.9494 1.4315 22.5843
H: -17.2850 0.8312 20.9987
H: -17.9444 -1.1209 24.6728
H: -16.3073 -1.5725 24.0159
H: -16.5788 0.1141 24.3781
H: -18.6406 -0.9795 21.0097
C: -16.4845 0.3782 13.3399
C: -16.7763 -0.1966 11.9665
C: -15.9944 0.8156 11.1101
O: -14.7853 1.0130 11.8973
C: -15.0004 0.5067 13.2299
H: -16.7160 -0.1394 14.2718
H: -16.9456 1.3776 13.4255
H: -17.8017 -0.2676 11.8209
H: -16.2443 -1.1464 11.8010
H: -16.5211 1.7782 11.0338
H: -15.6732 0.3774 10.1777
H: -14.4106 1.1193 13.8859
H: -14.4746 -0.4827 13.3329
C: -13.4184 -2.6865 15.9522
C: -13.0697 -1.4320 16.8406
C: -14.2231 -0.4525 16.4129
O: -15.3261 -1.2582 16.2591
C: -14.9810 -2.5718 15.7908
H: -13.2314 -3.7127 16.2949
H: -13.0155 -2.5884 14.9286
H: -12.1324 -1.0122 16.5753
H: -13.1864 -1.7357 17.8446
H: -13.9271 -0.0648 15.4277
H: -14.5533 0.2937 17.1132
H: -15.3750 -2.7306 14.7817
H: -15.4367 -3.2669 16.4813
C: -19.2726 2.3490 17.0973
C: -17.8492 2.1023 16.5744
C: -16.9293 2.0179 17.8673
O: -17.8445 2.0097 18.9397
C: -19.0820 2.7147 18.5716
H: -19.8547 1.4139 17.0141
H: -19.6430 3.1602 16.4850
H: -17.5132 2.9497 15.9716
H: -17.7356 1.2015 15.9804
H: -16.1060 2.7825 17.8677
H: -16.4410 1.0223 17.8182
H: -18.8867 3.7697 18.5925
H: -19.8903 2.3760 19.2576
C: -10.8196 6.4913 20.1523
C: -12.2185 7.0843 20.0800
C: -12.7526 7.2229 21.4979
O: -11.7421 6.5894 22.3127
C: -10.4942 6.5458 21.6500
H: -10.1967 6.9466 19.4310
H: -10.8302 5.4494 19.9143
H: -12.8154 6.5392 19.3930
H: -12.1753 8.0421 19.6017
H: -13.6588 6.5967 21.6295
H: -12.8965 8.2841 21.8454
H: -9.9680 5.6492 21.9232
H: -9.9854 7.4727 21.9427

---

[4]
Here is an isolated molecule of C3H4N2OS at a distorted geometry from OMol25. Energies are from the ωB97M-V functional and the def2-TZVPD basis.

Orbital gap (spin up / spin down) in eV: 6.96 / 6.95
HOMO (spin up / spin down) in eV: -7.6 / -7.6
Molecular weight in g mol⁻¹: 116.145
ΔE to the lowest compared entry with this formula, charge and spin in kcal/mol: 65.07

Atoms and positions in Å:
C: 0.5611 0.3607 -1.5901
C: -0.8536 0.2053 -1.3133
C: 0.3674 -0.0661 0.5886
N: 1.2295 0.1770 -0.5039
N: -0.9921 -0.1003 -0.0343
O: -3.5308 0.4623 -1.5838
S: -2.2892 0.6060 -2.4220
H: 1.0367 0.4997 -2.4748
H: 0.3971 -1.0429 1.1564
H: 0.5976 0.9041 1.2145
H: -1.7814 -0.5758 0.4264

---

[5]
Here is a structure of composition C39H25F12N2O8STi at a distorted geometry from OMol25. Energies are from the ωB97M-V functional and the def2-TZVPD basis.

Orbital gap in eV: 7.36
HOMO in eV: -5.0
Charge: -1
Molecular weight in g mol⁻¹: 957.545
ΔE to the lowest compared entry with this formula, charge and spin in kcal/mol: 2.67

Atoms and positions in Å:
Ti: -0.3842 -0.2471 -0.0605
O: 4.4849 -1.5824 3.3944
C: 3.4529 -1.2627 2.5737
C: 3.1763 -2.0043 1.4251
C: 2.1066 -1.6050 0.6615
N: 1.3485 -0.5914 1.0529
C: 1.6753 0.2145 2.0564
C: 2.7349 -0.1034 2.8721
C: 0.9923 1.5832 1.9064
O: 1.2676 2.4791 2.6806
O: 0.2704 1.6376 0.8344
C: 1.8233 -1.9448 -0.8056
O: 2.4324 -2.8031 -1.3954
O: 0.9507 -1.1006 -1.3021
H: 4.9482 -2.3461 3.0363
H: 3.8076 -2.8226 1.1009
H: 3.0242 0.5479 3.6844
C: -6.3711 3.1591 1.2703
C: -5.1438 2.5250 0.6647
C: -4.8419 2.6483 -0.6851
C: -3.6813 2.1178 -1.2048
C: -2.7521 1.4195 -0.4172
N: -1.5465 1.0016 -0.9572
C: -1.3453 0.9167 -2.3556
C: -1.0907 2.0564 -3.1090
C: -0.9592 1.9861 -4.4840
C: -1.0753 0.7698 -5.1440
C: -0.9806 0.6822 -6.6460
C: -1.2942 -0.3744 -4.3869
C: -1.4132 -0.3321 -3.0034
C: -1.7181 -1.6227 -2.2015
O: -1.4918 -1.5535 -0.8468
C: -0.9383 -2.8710 -2.7985
F: 0.1735 -2.5496 -3.4651
F: -1.7070 -3.5609 -3.6827
F: -0.6088 -3.7200 -1.8277
C: -3.2471 -1.9077 -2.3416
F: -3.5746 -3.0944 -1.8061
F: -3.9421 -0.9647 -1.6950
F: -3.6837 -1.9008 -3.6181
C: -3.1313 1.1513 0.9247
C: -4.2851 1.7556 1.4279
C: -2.4261 0.1785 1.8991
O: -1.2464 -0.4347 1.5019
C: -3.3648 -1.0428 2.2028
F: -4.5932 -0.7192 2.6414
F: -2.8036 -1.8246 3.1445
F: -3.5225 -1.7783 1.1052
C: -2.0991 0.9053 3.2671
F: -3.0995 0.7688 4.1702
F: -1.8987 2.2133 3.1000
F: -1.0016 0.3944 3.8335
H: -6.6743 4.0426 0.7066
H: -6.1826 3.4641 2.3008
H: -7.2168 2.4659 1.2823
H: -5.5212 3.1801 -1.3440
H: -3.4722 2.2411 -2.2585
H: -1.0235 3.0054 -2.5891
H: -0.7677 2.8895 -5.0533
H: -0.5763 1.6038 -7.0663
H: -1.9646 0.5096 -7.0879
H: -0.3334 -0.1432 -6.9479
H: -1.3750 -1.3238 -4.9026
H: -4.5379 1.6072 2.4697
O: 3.5408 0.4252 -0.8392
S: 2.4093 1.3184 -1.2616
C: 2.5802 1.4589 -3.0469
C: 2.3918 2.6352 -3.7574
C: 2.4628 2.6118 -5.1437
C: 2.7030 1.4181 -5.8105
C: 2.8732 0.2423 -5.0905
C: 2.8146 0.2562 -3.7042
C: 2.8826 2.9597 -0.7528
C: 4.1856 3.1856 -0.3430
C: 4.5146 4.4180 0.2018
C: 3.5431 5.4020 0.3387
C: 2.2364 5.1584 -0.0644
C: 1.8978 3.9272 -0.6040
H: 2.2103 3.5674 -3.2379
H: 2.3276 3.5293 -5.7035
H: 2.7649 1.4064 -6.8920
H: 3.0457 -0.6938 -5.6071
H: 2.9471 -0.6547 -3.1323
H: 4.9118 2.3885 -0.4413
H: 5.5260 4.6057 0.5399
H: 3.8008 6.3562 0.7812
H: 1.4735 5.9134 0.0740
H: 0.8706 3.6970 -0.8624

---

[6]
Here is a cluster of 2 separate species, C5H8O in total from OMol25. Energies are from the ωB97M-V functional and the def2-TZVPD basis.

Orbital gap in eV: 7.43
HOMO in eV: -6.7
Molecular weight in g mol⁻¹: 84.118
ΔE to the lowest compared entry with this formula, charge and spin in kcal/mol: 150.98
SMILES: C=C1CO1.C=C

Atoms and positions in Å:
C: 0.6038 0.0132 -1.3989
C: -0.4164 -0.3193 -0.5254
C: -1.7690 0.0789 -0.2073
O: -1.3122 -1.2989 -0.3262
H: 1.3354 -0.7325 -1.6699
H: 0.3569 0.7830 -2.1148
H: -2.0775 0.3550 0.7975
H: -2.3877 0.4402 -1.0267
C: 0.5384 -0.3486 1.4294
C: 1.2325 0.4993 0.5829
H: 0.9536 -1.3204 1.6691
H: -0.2734 0.0293 2.0322
H: 2.2559 0.2755 0.2790
H: 0.9597 1.5453 0.4792

---

[7]
Here is a cluster of 2 separate species, CH3NO2 in total at a distorted geometry from OMol25. Energies are from the ωB97M-V functional and the def2-TZVPD basis.

Orbital gap (spin up / spin down) in eV: 9.59 / 8.21
HOMO (spin up / spin down) in eV: -10.5 / -9.5
Molecular weight in g mol⁻¹: 61.040
ΔE to the lowest compared entry with this formula, charge and spin in kcal/mol: 248.60

Atoms and positions in Å:
C: -0.0307 -0.1036 -0.0336
N: 0.7255 0.5867 2.3739
O: 2.7431 -0.2270 2.9222
O: 1.7103 -0.0781 2.1884
H: 0.4373 0.6823 -0.6616
H: 0.6568 -0.9612 -0.0463
H: -1.1999 -0.0618 -0.1459

---

[8]
Here is an isolated molecule of C2H5BO2 at a distorted geometry from OMol25. Energies are from the ωB97M-V functional and the def2-TZVPD basis.

Orbital gap in eV: 9.62
HOMO in eV: -10.1
Molecular weight in g mol⁻¹: 71.872
ΔE to the lowest compared entry with this formula, charge and spin in kcal/mol: 62.49
SMILES: BOC(C)=O

Atoms and positions in Å:
B: -2.2836 0.0410 0.0245
O: -0.5947 0.4812 0.0221
C: 0.3624 -0.4269 -0.0046
C: 1.7060 0.2720 -0.0178
O: 0.2027 -1.6180 -0.0052
H: -2.5050 -1.0715 -0.2031
H: -2.9440 0.9593 0.2436
H: 1.7822 0.8831 -0.9144
H: 1.7646 0.9345 0.8445
H: 2.5096 -0.4546 0.0104